16
Properties=species:S:1:pos:R:3:forces:R:3:lowdin_charge:R:1 method="wB97M-V/def2-TZVPD" smiles=CN1CC(N)C1 total_charge=0 e_homo_ev=-8.56
N 0.9706 0.0403 -0.4810 0.72 -0.21 0.49 -0.208
N -2.2172 -0.0451 0.5009 -0.59 0.64 -0.43 0.020
C -0.0211 1.0835 -0.1933 -0.09 0.39 0.46 -0.154
C -1.1224 0.0584 -0.4628 -0.50 -0.57 -0.42 -0.372
C 2.1677 -0.0350 0.3478 -0.09 -0.20 -0.30 -0.104
C -0.0276 -1.0068 -0.2730 -0.45 0.35 -0.01 -0.162
H -2.7626 -0.8812 0.2773 0.16 0.26 0.14 0.072
H 1.8996 -0.0556 1.4268 0.28 0.10 -0.32 0.082
H 0.0443 1.9652 -0.8367 -0.02 -0.06 0.05 0.106
H -0.1119 -1.4191 0.7391 0.31 0.13 0.18 0.115
H -1.4601 0.0870 -1.5132 0.09 0.09 0.28 0.136
H 2.7364 -0.9630 0.1040 -0.41 0.64 0.15 0.088
H 0.0404 -1.8134 -0.9774 -0.05 -0.51 -0.42 0.099
H -2.8700 0.7481 0.3640 0.51 -0.64 0.17 0.080
H -0.0669 1.4069 0.8699 0.18 -0.19 -0.34 0.121
H 2.8009 0.8297 0.1075 -0.05 -0.23 0.31 0.079

55
Properties=species:S:1:pos:R:3:forces:R:3:lowdin_charge:R:1 method="wB97M-V/def2-TZVPD" total_charge=+2 e_homo_ev=-14.81
Ir 0.6912 0.8111 0.5841 0.08 0.15 -0.08 1.108
Se -1.6210 1.4621 1.1950 0.03 0.03 -0.02 0.931
Ge -3.7621 -1.2250 0.1306 -0.04 -0.01 0.04 0.789
N 4.5548 1.9204 -0.5102 0.04 -0.04 -0.03 0.210
N 2.7346 0.6297 0.2670 -0.10 0.00 0.02 0.007
N 1.0214 2.4550 -0.5273 -0.05 -0.10 0.07 -0.070
N 6.6700 1.1049 -0.1801 0.01 -0.01 -0.01 0.224
N 4.9331 -0.1957 0.5323 -0.02 0.00 -0.03 0.200
N 3.1653 -1.4419 1.2353 0.02 -0.06 0.03 0.223
C 2.3208 2.7122 -0.8086 -0.03 0.06 -0.05 -0.165
C 0.3964 4.4055 -1.7353 0.00 0.00 0.00 0.008
C 0.5597 -3.5672 -0.4582 0.00 0.01 -0.03 -0.045
C 0.0530 -2.9960 0.6910 -0.05 0.02 0.05 -0.068
C -3.0456 0.6624 0.1251 0.04 0.01 0.02 -0.513
C 0.0769 3.2858 -0.9925 0.02 0.02 -0.01 -0.095
C 3.2936 1.7080 -0.3279 0.02 0.01 0.04 -0.280
C 1.7257 4.6842 -2.0044 0.00 0.02 -0.01 0.021
C -5.6380 -0.9030 -0.2644 0.00 -0.01 0.00 -0.207
C 5.3697 0.9249 -0.0410 -0.02 0.01 0.03 -0.391
C 2.7028 3.8182 -1.5345 0.01 -0.02 0.01 0.045
C 0.2762 -0.8349 -0.3289 -0.03 0.08 0.14 -0.359
C 3.6258 -0.3316 0.6702 0.01 0.07 -0.02 -0.403
C -0.1418 -1.6048 0.7566 0.00 -0.28 -0.08 -0.204
C -2.9283 -2.2180 -1.3210 -0.02 0.01 -0.01 -0.188
C -1.9664 0.7959 2.9826 -0.03 -0.03 -0.05 -0.320
C -3.6159 -2.1284 1.8569 0.03 0.03 -0.01 -0.206
C 0.7761 -1.3902 -1.4959 0.03 -0.02 -0.04 -0.077
C 0.8943 -2.7690 -1.5567 0.02 0.02 0.00 -0.036
H 7.0195 1.9416 -0.6160 0.00 0.00 0.00 0.133
H -4.1994 -3.0479 1.7932 -0.01 0.01 -0.02 0.039
H -1.8422 -2.1893 -1.2915 -0.01 -0.01 0.00 -0.018
H -2.5999 -2.4126 2.1289 0.01 0.02 0.01 -0.002
H -0.6815 -1.2043 1.6064 0.01 0.10 0.02 0.056
H 1.9999 5.5597 -2.5770 0.00 0.00 0.00 0.136
H 3.8430 -2.1387 1.5004 -0.01 -0.01 0.01 0.138
H -5.7516 -0.3225 -1.1800 0.00 0.00 0.00 0.033
H -2.9436 1.1755 3.2717 0.00 0.00 0.01 0.052
H -3.8854 1.3166 0.3658 -0.03 -0.02 -0.01 0.020
H -4.0488 -1.5259 2.6550 0.01 0.00 0.02 0.028
H 7.3108 0.4001 0.1463 0.00 0.00 0.00 0.136
H -6.1247 -0.3684 0.5513 -0.01 0.00 0.00 0.033
H -1.9635 -0.2868 3.0167 0.00 -0.07 0.01 0.006
H 1.2799 -3.2285 -2.4574 -0.01 -0.01 0.00 0.126
H 0.6679 -4.6412 -0.5226 0.01 0.00 0.00 0.125
H -2.7551 0.9039 -0.9012 0.02 -0.03 0.01 0.022
H -3.2455 -3.2601 -1.2700 -0.01 0.00 0.00 0.040
H -6.1525 -1.8541 -0.4029 -0.01 0.00 0.00 0.036
H -3.2624 -1.8143 -2.2772 0.01 0.00 0.00 0.036
H 1.0897 -0.7682 -2.3237 0.00 0.01 0.01 0.119
H -0.9480 3.0511 -0.7540 0.01 0.01 0.00 0.067
H -0.2665 -3.6183 1.5174 0.00 0.00 0.00 0.126
H 2.1857 -1.6721 1.2552 0.02 0.00 0.00 0.066
H -1.2045 1.2128 3.6366 0.00 0.01 -0.01 0.041
H -0.3990 5.0466 -2.0870 0.00 0.00 -0.01 0.133
H 3.7554 3.9709 -1.7241 0.00 0.01 0.00 0.133

Summary of E_tot in eV
-7289.1353; -153770.0732
(order as listed above)
Summary of ΔE to the lowest compared entry with this formula, charge and spin in kcal/mol
34.2; 0.0
(order as listed above)